10
Properties=species:S:1:pos:R:3 method="wB97M-V/def2-TZVPD" smiles="NOP=O.C=O" total_energy_ha=-662.2426 orbital_gap_ev=9.64
C 0.65 -1.78 1.74
N -0.19 1.74 -0.14
O -1.71 -0.08 -2.98
O 1.46 -2.50 1.30
O -0.74 0.97 -1.13
P -0.39 -0.08 -2.33
H -0.39 -1.91 1.90
H 0.87 -0.69 2.19
H 0.81 1.61 -0.22
H -0.38 2.72 -0.33